No. 1
Below is the ion C4H10NS with charge +1 in a non-equilibrium geometry, with properties calculated with the ωB97M-V functional and the def2-TZVPD basis.

Last column: natural (NBO) charge in e.
Atoms and positions in Å:
C (-1.8904, -0.7397, 0.4670)  -0.08
C (0.5714, 1.6439, 0.6698)  -0.63
C (0.5154, -1.7271, -0.4157)  -0.43
C (0.1713, 0.7818, -0.5433)  -0.24
N (-0.2156, -0.5201, -0.2362)  -0.30
S (-2.9363, 0.5287, 0.4365)  0.37
H (-1.9491, -1.8463, 0.6944)  0.28
H (-0.2595, 1.6819, 1.4680)  0.22
H (1.5561, 1.2243, 1.1294)  0.23
H (0.9435, 2.6722, 0.3210)  0.25
H (-0.1259, -2.4641, -0.9480)  0.21
H (0.9573, -2.3250, 0.4238)  0.23
H (1.2912, -1.4718, -1.0202)  0.24
H (0.9095, 0.7506, -1.2509)  0.23
H (-0.7749, 1.3051, -1.0408)  0.19
H (-4.1094, -0.1436, 0.9438)  0.22

The net charge is +1. Its HOMO-LUMO gap (alpha / beta) is 0.2671 / 0.2668 Ha. The calculation puts the energy relative to the best compared isomer or geometry (same formula, charge and spin) at 111.0 kcal/mol. The electronic energy comes out at -16624.152 eV.

---

No. 2
Below is an isolated molecule of C6H7N5S in a non-equilibrium geometry, with properties calculated with the ωB97M-V functional and the def2-TZVPD basis.

Last column: natural (NBO) charge in e.
Atoms and positions in Å:
C (2.2446, -2.3909, -0.1270)  0.25
C (-0.0911, 1.6238, -1.0016)  0.07
C (-0.7386, 0.6912, 1.1007)  -0.09
C (1.4170, -1.4169, 0.5258)  -0.28
C (1.1667, 0.8388, -1.0043)  -0.20
C (0.1019, -1.1541, -0.2638)  0.06
N (3.0447, -3.1324, -0.4676)  -0.26
N (-0.9078, 1.6003, 0.0052)  -0.44
N (2.2124, -0.2261, 0.8478)  -0.14
N (-0.9049, -0.6217, 0.4841)  -0.56
N (2.0803, 0.7692, 0.1029)  -0.20
S (3.0713, 2.0921, 0.2431)  0.00
H (-0.2307, 1.9567, -2.0035)  0.20
H (0.1636, 0.8812, 1.5471)  0.20
H (-1.5756, 1.0478, 1.8385)  0.22
H (1.3151, -1.6839, 1.6089)  0.28
H (1.6459, 0.5301, -2.0000)  0.25
H (-0.1026, -1.8594, -1.0532)  0.23
H (-1.7398, -0.8594, -0.0106)  0.41

Its HOMO-LUMO gap (alpha / beta) is 0.2747 / 0.2747 Ha. The calculation puts the energy relative to the best compared isomer or geometry (same formula, charge and spin) at 134.7 kcal/mol. The electronic energy comes out at -24614.777 eV.

---

No. 3
Below is a cluster of 15 separate species, C35H100O15 in total in a non-equilibrium geometry, with properties calculated with the ωB97M-V functional and the def2-TZVPD basis.

Last column: Löwdin charge in e.
Atoms and positions in Å:
C (2.6019, -3.4505, 2.0361)  -0.17
O (3.5341, -4.2879, 1.4190)  -0.12
H (1.8116, -3.2608, 1.3086)  0.06
H (2.1129, -3.9372, 2.8945)  0.09
H (3.0164, -2.4823, 2.3661)  0.07
H (4.0412, -4.7268, 2.0984)  0.08
C (-1.7406, 2.4237, -4.4229)  -0.17
O (-3.0470, 1.8295, -4.5148)  -0.15
H (-0.9953, 1.8927, -5.0430)  0.07
H (-1.8175, 3.4472, -4.7992)  0.07
H (-1.3331, 2.4188, -3.3845)  0.06
H (-2.9794, 0.9252, -4.1312)  0.03
C (3.5030, 2.6791, 0.1479)  -0.12
O (3.6940, 2.7165, -1.2605)  -0.13
H (2.4330, 2.8566, 0.2490)  0.05
H (3.7452, 1.7166, 0.6134)  0.08
H (4.0372, 3.4639, 0.7069)  0.09
H (4.6076, 2.5214, -1.4793)  0.10
C (1.2790, 4.0767, -3.5079)  -0.11
O (1.5192, 4.1220, -2.0857)  -0.16
H (1.4208, 3.0852, -3.9340)  0.07
H (0.2473, 4.4032, -3.6637)  0.07
H (1.9625, 4.7644, -4.0183)  0.08
H (2.3702, 3.6729, -1.8854)  0.04
C (-4.0663, 2.4137, 2.4765)  -0.18
O (-4.4286, 3.3157, 3.4855)  -0.10
H (-3.5155, 1.6086, 2.9473)  0.06
H (-4.9204, 1.9343, 1.9912)  0.08
H (-3.4222, 2.8607, 1.7171)  0.05
H (-4.8363, 4.0809, 3.0791)  0.08
C (-4.7130, -2.1785, 5.7211)  -0.07
C (-3.2870, -2.3626, 5.1864)  -0.48
C (-2.7953, -1.0073, 4.7986)  -0.08
O (-2.4134, -3.0363, 6.1343)  -0.05
H (-5.1884, -3.1386, 5.9365)  0.08
H (-5.3355, -1.5939, 5.0525)  0.08
H (-4.6716, -1.6210, 6.6711)  0.08
H (-3.4491, -3.0204, 4.3311)  0.13
H (-2.7940, -0.2917, 5.6312)  0.10
H (-3.3919, -0.6007, 3.9906)  0.06
H (-1.7745, -1.0781, 4.4425)  0.07
H (-2.5600, -2.5705, 6.9649)  0.08
C (-0.1413, 6.1964, 0.4955)  -0.05
C (-0.1473, 4.8066, 1.0187)  -0.46
C (-1.0307, 4.5954, 2.2176)  -0.04
O (-0.6397, 3.8824, -0.0210)  -0.12
H (0.2639, 6.9011, 1.2193)  0.09
H (-1.1151, 6.5432, 0.1550)  0.09
H (0.5330, 6.2345, -0.3655)  0.08
H (0.8733, 4.4440, 1.2742)  0.14
H (-1.1008, 3.5248, 2.4287)  0.08
H (-2.0157, 5.0222, 2.0627)  0.08
H (-0.5983, 5.1292, 3.0829)  0.10
H (0.0213, 3.9158, -0.7635)  0.08
C (4.6556, -1.9269, -0.5691)  -0.07
C (5.5159, -1.5552, 0.5932)  -0.49
C (6.8203, -2.2905, 0.5403)  -0.06
O (5.7101, -0.1048, 0.5828)  -0.05
H (5.1973, -1.6644, -1.4909)  0.09
H (3.7379, -1.3038, -0.5645)  0.07
H (4.3737, -2.9697, -0.6112)  0.07
H (4.9904, -1.8798, 1.5081)  0.12
H (6.6701, -3.3818, 0.5528)  0.09
H (7.4271, -2.0385, 1.4212)  0.08
H (7.3917, -2.0028, -0.3493)  0.09
H (6.5557, 0.1229, 0.9667)  0.07
C (0.5192, -0.3863, 1.4970)  -0.05
C (0.2806, 0.8056, 0.6279)  -0.46
C (0.8113, 0.5972, -0.7894)  -0.02
O (-1.1274, 1.0975, 0.6000)  -0.08
H (0.1356, -1.2784, 0.9788)  0.08
H (0.0923, -0.3727, 2.5063)  0.07
H (1.5885, -0.5725, 1.6227)  0.07
H (0.7430, 1.6767, 1.1100)  0.12
H (1.8805, 0.3697, -0.8019)  0.07
H (0.7056, 1.5673, -1.2832)  0.07
H (0.2716, -0.1752, -1.3444)  0.08
H (-1.2642, 2.0150, 0.2696)  0.06
C (4.6156, -1.3278, -5.2072)  -0.05
C (3.1097, -1.2980, -4.9168)  -0.50
C (2.7658, -0.3355, -3.8035)  -0.06
O (2.3795, -0.8508, -6.0500)  -0.05
H (4.7912, -1.8819, -6.1414)  0.08
H (5.1985, -1.8553, -4.4449)  0.07
H (5.0243, -0.3207, -5.3023)  0.08
H (2.7467, -2.3122, -4.6479)  0.13
H (3.1636, 0.6818, -3.9282)  0.09
H (3.2162, -0.7084, -2.8627)  0.07
H (1.6964, -0.2731, -3.5983)  0.06
H (2.3539, -1.5563, -6.7065)  0.09
C (-2.4137, -1.4380, -5.6309)  -0.06
C (-2.3401, -1.8897, -4.2052)  -0.47
C (-0.9217, -2.3145, -3.8235)  -0.04
O (-2.7856, -0.7765, -3.4174)  -0.10
H (-1.7150, -0.6330, -5.8575)  0.08
H (-3.4148, -1.0753, -5.8622)  0.09
H (-2.1841, -2.2573, -6.3135)  0.08
H (-3.0214, -2.7296, -3.9727)  0.14
H (-0.8726, -2.4002, -2.7243)  0.06
H (-0.2058, -1.5441, -4.1464)  0.07
H (-0.5681, -3.2475, -4.2665)  0.08
H (-2.5409, -0.8907, -2.4695)  0.05
C (-3.7731, 2.3558, -1.3854)  -0.06
C (-4.1104, 3.8395, -1.3356)  -0.47
C (-5.5836, 3.9810, -1.1503)  -0.06
O (-3.4607, 4.5515, -0.2447)  -0.08
H (-4.2107, 1.8114, -2.2432)  0.09
H (-4.1414, 1.7904, -0.5120)  0.07
H (-2.6878, 2.2027, -1.4417)  0.06
H (-3.7201, 4.2493, -2.2862)  0.14
H (-5.8994, 5.0173, -1.0621)  0.08
H (-5.8467, 3.4699, -0.2095)  0.08
H (-6.0877, 3.4868, -1.9804)  0.09
H (-2.5090, 4.3086, -0.2635)  0.04
C (-4.2778, -2.4008, -0.7606)  -0.05
C (-3.4378, -1.4609, 0.0707)  -0.46
C (-3.0722, -2.0559, 1.4068)  -0.05
O (-2.2789, -1.1159, -0.7114)  -0.09
H (-5.1908, -2.6912, -0.2680)  0.08
H (-3.7480, -3.3449, -0.9408)  0.09
H (-4.5326, -2.0032, -1.7376)  0.07
H (-4.0231, -0.5476, 0.2337)  0.13
H (-2.4286, -1.3449, 1.9435)  0.06
H (-2.5650, -3.0129, 1.3546)  0.08
H (-3.9650, -2.2071, 2.0298)  0.08
H (-1.8031, -0.4197, -0.2016)  0.05
C (1.6218, 0.2197, 4.8941)  -0.09
C (1.7922, 0.7573, 6.2766)  -0.48
C (2.4597, -0.3086, 7.1337)  -0.06
O (2.6016, 1.9661, 6.0693)  -0.06
H (1.0030, 0.8942, 4.3057)  0.07
H (1.1350, -0.7690, 4.9456)  0.08
H (2.5897, 0.1184, 4.3899)  0.09
H (0.8259, 1.0906, 6.6639)  0.14
H (1.9217, -1.2711, 7.1576)  0.08
H (2.4614, 0.0894, 8.1552)  0.07
H (3.4918, -0.4744, 6.7935)  0.09
H (2.7629, 2.3252, 6.9484)  0.08
C (2.1102, -4.7041, -2.4433)  -0.05
C (1.3764, -5.3429, -1.2654)  -0.49
C (0.1776, -4.4755, -0.8937)  -0.06
O (0.9750, -6.6381, -1.7081)  -0.04
H (2.9475, -5.3160, -2.7798)  0.08
H (2.5213, -3.7428, -2.0942)  0.07
H (1.4311, -4.5574, -3.2793)  0.07
H (2.0406, -5.3573, -0.3813)  0.12
H (-0.3876, -4.9667, -0.0792)  0.09
H (-0.4691, -4.3864, -1.7673)  0.07
H (0.5238, -3.4983, -0.5732)  0.06
H (0.3161, -7.0052, -1.1185)  0.08

Its HOMO-LUMO gap is 0.3556 Ha. The calculation puts the energy relative to the best compared isomer or geometry (same formula, charge and spin) at 0.0 kcal/mol. The electronic energy comes out at -68628.067 eV.

---

No. 4
Below is a cluster of 4 separate species, C3H15NO3S in total, with properties calculated with the ωB97M-V functional and the def2-TZVPD basis.

Last column: natural (NBO) charge in e.
Atoms and positions in Å:
C (1.0086, -0.1220, -1.0436)  -0.22
C (1.3601, -1.5308, -0.5687)  -0.42
C (0.2505, -2.5732, -0.6389)  -0.50
S (-1.0894, -2.2986, 0.5716)  -0.09
N (0.2013, 0.7130, -0.1396)  -0.87
H (0.4676, -0.2037, -1.9827)  0.18
H (1.9582, 0.3937, -1.2248)  0.19
H (2.1207, -1.8606, -1.2724)  0.22
H (1.8433, -1.5762, 0.4026)  0.19
H (0.6554, -3.5820, -0.5288)  0.21
H (-0.2431, -2.4897, -1.6049)  0.22
H (-2.1846, -2.4626, -0.1768)  0.15
H (0.7655, 1.3924, 0.3639)  0.38
H (-0.1167, 0.1359, 0.6315)  0.36
H (-3.4698, -0.3619, 1.5071)  0.47
H (-3.6603, 0.6605, 0.4045)  0.47
O (-3.7422, -0.2880, 0.5862)  -0.94
H (-1.2416, 2.9339, -0.4626)  0.48
H (-0.8627, 4.3564, -0.2398)  0.46
O (-1.3454, 3.8069, -0.8718)  -0.94
H (2.5457, 0.9032, 1.8839)  0.47
H (2.5001, 2.2231, 2.6286)  0.48
O (2.2787, 1.8301, 1.7756)  -0.95

The SMILES is NCCCS.O.O.O. Its HOMO-LUMO gap is 0.3407 Ha. The calculation puts the energy relative to the best compared isomer or geometry (same formula, charge and spin) at 9.0 kcal/mol. The electronic energy comes out at -21821.773 eV.

---

Number 2 is which compound?
C6H7N5S

---

What is the electronic energy in the fourth record?
-21821.773 eV